This record from the Open Molecules 2025 dataset describes the molecule CH4NO3P at a distorted geometry. The level of theory is ωB97M-V/def2-TZVPD.

ΔE to the lowest compared entry with this formula, charge and spin: 143.32 kJ/mol
Structure (SMILES): N[C@@H]1O[P@]1(=O)O
Electronic energy: -18023.3324 eV
HOMO level: -9.66 eV
Multiplicity: 1

Each line ends with the natural charge from an NBO analysis.
Geometry (Å):
N  1.57  0.02  0.19  -0.882
C  0.44  -0.80  0.30  -0.051
O  -0.36  -0.69  -0.96  -0.795
P  -1.21  -0.07  0.27  2.201
O  -2.52  -0.46  0.71  -1.018
O  -1.05  1.53  -0.16  -0.943
H  1.79  0.25  -0.78  0.396
H  1.82  0.69  0.90  0.401
H  0.48  -1.82  0.62  0.198
H  -0.95  1.35  -1.10  0.493

This record from the Open Molecules 2025 dataset describes the ion C4H4NO4 with charge -1 at a distorted geometry. The level of theory is ωB97M-V/def2-TZVPD.

ΔE to the lowest compared entry with this formula, charge and spin: 172.36 kJ/mol
Electronic energy: -13892.6842 eV
HOMO level (alpha / beta): -3.39 / -3.39 eV
Multiplicity: 1
Total charge: -1

Each line ends with the natural charge from an NBO analysis.
Geometry (Å):
C  0.60  -0.88  0.02  0.397
C  -3.11  -0.09  0.00  0.699
C  0.97  0.41  -0.29  -0.085
C  -1.60  0.05  0.38  0.091
N  -0.82  -0.93  0.07  -0.455
O  -3.78  0.89  0.23  -0.704
O  1.37  -1.86  0.17  -0.775
O  -3.40  -1.20  -0.44  -0.752
O  2.29  0.60  -0.16  -0.721
H  0.46  1.37  -0.46  0.182
H  -1.25  0.81  1.14  0.200
H  -1.44  -1.56  -0.36  0.435
H  2.75  -0.14  0.19  0.488

This record from the Open Molecules 2025 dataset describes a structure of composition C57H36BrN6O2Pb. The level of theory is ωB97M-V/def2-TZVPD.

ΔE to the lowest compared entry with this formula, charge and spin: 93.40 kJ/mol
Electronic energy: -148013.1420 eV
HOMO level (alpha / beta): -9.85 / -9.86 eV
Multiplicity: 1
Total charge: +1

Each line ends with the Mulliken charge.
Geometry (Å):
Pb  -0.48  -0.18  0.14  1.856
C  -4.23  6.08  -2.42  -0.391
C  -4.08  4.88  -3.11  -0.927
C  -3.34  3.84  -2.56  0.262
C  -2.76  3.99  -1.30  -0.713
C  -2.91  5.19  -0.61  0.159
C  -3.64  6.23  -1.17  -0.848
C  -1.99  2.84  -0.70  1.492
C  -2.67  2.04  0.24  0.272
C  -3.97  2.32  0.78  -1.195
C  -4.34  1.27  1.55  -1.635
C  -3.29  0.28  1.52  0.427
N  -2.25  0.84  0.79  0.429
C  -3.25  -0.99  2.14  0.095
C  -1.99  -1.55  2.53  0.481
C  -1.73  -2.36  3.68  -1.719
C  -0.43  -2.78  3.63  -1.076
C  0.15  -2.23  2.45  0.013
C  1.45  -2.49  1.98  1.134
C  2.22  -3.56  2.69  -0.567
C  3.33  -3.23  3.48  -0.105
C  4.01  -4.22  4.18  -0.887
C  3.60  -5.54  4.08  -0.432
C  2.51  -5.88  3.28  -0.879
C  1.82  -4.89  2.59  0.171
C  2.10  -1.79  0.96  -0.192
N  1.59  -0.71  0.28  0.596
C  2.55  -0.22  -0.56  0.032
C  2.43  0.92  -1.39  1.529
C  3.60  1.22  -2.28  -0.570
C  3.69  0.61  -3.53  0.060
C  4.77  0.88  -4.36  -0.764
C  5.77  1.76  -3.94  -0.473
C  5.67  2.37  -2.69  -0.739
C  4.59  2.10  -1.87  -0.008
C  1.33  1.76  -1.47  -0.242
C  1.21  2.89  -2.36  -1.743
C  -0.03  3.42  -2.18  -1.339
C  -0.70  2.63  -1.18  -0.498
N  0.17  1.67  -0.74  1.253
C  3.72  -1.04  -0.43  -1.625
C  3.44  -2.00  0.50  -1.209
N  -0.81  -1.43  1.85  0.228
C  -4.47  -1.83  2.39  0.941
C  -4.33  -3.18  2.77  -0.462
C  -5.42  -4.02  2.96  -0.988
C  -6.71  -3.56  2.74  -0.397
C  -6.88  -2.27  2.28  -1.086
C  -5.79  -1.43  2.10  -0.343
H  -4.80  6.89  -2.85  0.405
H  -4.53  4.76  -4.09  0.403
H  -3.22  2.90  -3.09  0.514
H  -2.45  5.31  0.37  0.453
H  -3.75  7.16  -0.63  0.405
H  -4.52  3.23  0.61  0.644
H  -5.20  1.25  2.19  0.761
H  -2.44  -2.54  4.47  0.886
H  0.09  -3.39  4.35  0.695
H  3.64  -2.19  3.55  0.510
H  4.85  -3.96  4.80  0.414
H  4.13  -6.32  4.62  0.400
H  2.20  -6.91  3.19  0.405
H  0.97  -5.15  1.96  0.494
H  2.91  -0.07  -3.86  0.563
H  4.84  0.41  -5.33  0.414
H  6.62  1.97  -4.58  0.376
H  6.45  3.06  -2.36  0.395
H  4.51  2.58  -0.89  0.535
H  1.98  3.23  -3.04  0.653
H  -0.46  4.28  -2.68  0.655
H  4.64  -0.89  -0.96  0.651
H  4.10  -2.79  0.85  0.710
H  -3.35  -3.62  2.87  0.420
H  -5.25  -5.05  3.25  0.405
H  -7.56  -4.22  2.87  0.397
H  -7.87  -1.90  2.05  0.408
H  -6.00  -0.47  1.68  0.391
N  5.08  4.19  4.68  -0.429
C  4.23  3.65  4.14  -0.202
C  3.14  2.96  3.46  0.620
C  2.83  1.65  3.78  -0.951
C  1.78  1.04  3.12  -0.079
N  1.06  1.65  2.17  0.183
C  1.37  2.91  1.88  -0.262
C  2.39  3.61  2.49  -0.988
H  3.40  1.12  4.54  0.518
H  1.50  0.02  3.37  0.495
H  0.76  3.39  1.11  0.560
H  2.61  4.64  2.22  0.529
Br  0.07  -2.04  -8.43  -0.166
C  -0.11  -1.99  -6.55  0.067
C  -0.15  -3.18  -5.84  -0.527
C  -0.28  -3.13  -4.46  -0.473
C  -0.38  -1.91  -3.80  0.187
C  -0.34  -0.73  -4.53  0.010
C  -0.19  -0.76  -5.91  -0.754
C  -0.49  -1.90  -2.30  0.428
O  -0.09  -2.82  -1.61  -0.614
O  -1.01  -0.78  -1.79  -0.682
H  -0.08  -4.12  -6.35  0.443
H  -0.30  -4.04  -3.88  0.460
H  -0.42  0.22  -4.02  0.427
H  -0.15  0.16  -6.49  0.458